# C32H30Cl2N2O2ReS

A molecular structure, C32H30Cl2N2O2ReS at a distorted geometry (the ωB97M-V functional and the def2-TZVPD basis, the Open Molecules 2025 dataset).

Summary:
spin multiplicity	4
electronic energy	-78740.611	eV
ΔE to the lowest compared entry with this formula, charge and spin	0.0	kJ/mol
net charge	+2

Each line ends with the Mulliken charge.
Positions of all 70 atoms, in Å:
Re  10.1575  8.5326  16.7726  1.234
C  8.2642  6.4233  18.0743  -1.166
N  8.5269  7.1225  16.7802  -0.256
C  8.7724  6.0227  15.8059  -1.081
C  7.2234  7.8120  16.3462  -0.925
C  7.2996  9.2641  16.7277  0.964
C  6.1435  10.0216  16.9143  -0.712
C  6.2374  11.3901  17.1534  -0.649
C  7.5078  11.9553  17.1969  -0.781
C  8.6632  11.1824  17.0396  -0.642
C  8.6178  9.8153  16.8091  -0.090
H  7.4588  5.6830  17.9301  0.470
H  7.9321  7.1191  18.8576  0.423
H  9.1592  5.8965  18.4362  0.351
H  7.9685  5.2758  15.8635  0.427
H  9.7246  5.5114  16.0545  0.377
H  8.8413  6.4017  14.7807  0.331
H  6.3820  7.2826  16.8132  0.487
H  7.1355  7.6826  15.2548  0.428
H  5.1719  9.5332  16.8266  0.477
H  5.3364  12.0122  17.2909  0.404
H  7.6338  13.0302  17.3445  0.454
H  9.6368  11.6920  17.0577  0.502
Cl  15.1865  8.8389  17.2311  -0.163
C  14.0339  8.7455  18.4706  0.419
C  14.4412  8.5735  19.7958  -0.621
C  13.5167  8.5498  20.8152  0.691
Cl  14.0297  8.3312  22.4395  -0.193
C  12.1073  8.6731  20.5757  -0.196
C  11.0885  8.7886  21.5350  -0.512
C  9.7718  8.9622  21.1071  -1.119
C  9.4319  8.9701  19.7619  0.184
N  10.3523  8.8016  18.7868  0.366
C  11.6953  8.7224  19.1940  0.379
C  12.6380  8.7955  18.1127  0.194
O  12.1403  8.9912  16.9141  -0.867
H  15.5064  8.4939  20.0403  0.448
H  11.3415  8.7680  22.6044  0.446
H  8.9651  9.0840  21.8614  0.382
H  8.3977  9.1774  19.4430  0.460
O  10.2998  8.4552  14.9171  -0.306
S  9.9279  8.3236  13.1401  0.681
C  9.3097  9.9809  12.7691  -0.876
C  8.9785  10.0329  11.2849  0.489
C  8.1364  9.0696  10.7314  -0.096
C  7.8088  9.0988  9.3791  -0.768
C  8.3518  10.0825  8.5495  -0.473
C  9.2513  10.9984  9.0780  -0.517
C  9.5603  10.9899  10.4392  -0.527
C  11.5966  8.4457  12.3996  -1.199
C  11.6083  7.5831  11.1326  0.579
C  11.4036  6.2056  11.2467  -0.204
C  11.3562  5.4186  10.1117  -0.739
C  11.5306  5.9834  8.8449  -0.391
C  11.7209  7.3591  8.7171  -0.728
C  11.7449  8.1480  9.8510  -0.229
H  10.0662  10.7275  13.0704  0.548
H  8.4046  10.1197  13.3871  0.437
H  7.7098  8.2898  11.3737  0.354
H  7.1676  8.3174  8.9633  0.414
H  8.0720  10.1354  7.4871  0.403
H  9.7261  11.7406  8.4282  0.408
H  10.2723  11.7310  10.8509  0.373
H  12.3060  8.1010  13.1763  0.590
H  11.7738  9.5116  12.1849  0.466
H  11.2573  5.7481  12.2319  0.406
H  11.1356  4.3406  10.1937  0.378
H  11.5267  5.3410  7.9451  0.384
H  11.8445  7.8044  7.7221  0.412
H  11.8310  9.2363  9.7715  0.405

# C32H30ClIrN5O2S

A molecular structure, C32H30ClIrN5O2S at a distorted geometry (the ωB97M-V functional and the def2-TZVPD basis, the Open Molecules 2025 dataset).

Summary:
spin multiplicity	5
electronic energy	-71412.638	eV
net charge	-1

Each line ends with the Mulliken charge.
Positions of all 72 atoms, in Å:
Ir  -0.6783  -0.0831  -0.1324  0.539
N  -5.0533  0.8266  -0.2164  -0.508
C  -3.7763  0.3667  -0.4153  0.418
S  -2.5110  1.5664  -0.3402  -0.650
N  -3.6124  -0.9024  -0.6304  -1.030
N  -2.3701  -1.3358  -0.8215  0.355
C  -2.0714  -2.6326  -0.8550  -0.205
C  -3.0225  -3.6719  -0.4440  0.258
C  -4.3220  -3.7582  -0.9384  -0.073
C  -5.1921  -4.7230  -0.4632  -0.705
C  -4.7943  -5.6058  0.5279  -0.353
C  -3.5125  -5.5103  1.0473  -0.844
C  -2.6369  -4.5575  0.5672  -0.238
C  -0.7109  -2.9452  -1.1366  0.555
C  -0.2840  -4.2551  -1.4339  -0.881
C  1.0359  -4.5048  -1.7038  -0.577
C  1.9455  -3.4370  -1.6945  -0.940
C  1.4630  -2.1733  -1.4348  0.228
N  0.1878  -1.9054  -1.1618  -0.229
H  -5.1686  1.8224  -0.3103  0.222
H  -5.7870  0.2625  -0.6168  0.241
H  -4.6447  -3.0652  -1.6995  0.425
H  -6.1968  -4.7854  -0.8598  0.358
H  -5.4788  -6.3555  0.9031  0.372
H  -3.2026  -6.1703  1.8469  0.361
H  -1.6492  -4.4634  0.9948  0.462
H  -1.0155  -5.0485  -1.4489  0.484
H  1.3724  -5.5068  -1.9252  0.414
H  2.9942  -3.5941  -1.8899  0.429
H  2.1450  -1.3332  -1.4388  0.130
O  2.0894  2.9858  1.3439  -0.691
C  1.8034  3.4660  0.2470  0.359
N  1.6718  2.7034  -0.9122  0.804
C  1.3322  3.4580  -2.0399  0.457
O  1.2076  2.9721  -3.1624  -0.689
C  1.2126  4.8097  -1.5516  0.039
C  0.8450  5.9807  -2.1982  -0.534
C  0.8205  7.1532  -1.4751  -0.444
C  1.1433  7.1685  -0.1094  -0.485
C  1.4872  6.0097  0.5549  -0.446
C  1.5221  4.8206  -0.1626  0.135
H  0.5665  5.9556  -3.2415  0.479
H  0.5550  8.0816  -1.9629  0.394
H  1.1046  8.1081  0.4252  0.389
H  1.7284  6.0114  1.6092  0.506
C  0.1275  0.8449  3.3802  -1.167
C  -1.1248  0.0866  2.9491  1.002
C  -1.7169  -0.6632  4.1471  -1.754
C  -0.8141  -0.9134  1.8381  -1.148
H  -0.1066  1.5850  4.1437  0.443
H  0.5874  1.3644  2.5423  0.007
H  0.8542  0.1461  3.7953  0.285
H  -1.8774  0.8032  2.6035  0.137
H  -1.0183  -1.4293  4.4814  0.338
H  -2.6516  -1.1441  3.8664  0.382
H  -1.9083  0.0170  4.9752  0.460
H  -1.6067  -1.6700  1.8082  0.274
H  0.1289  -1.4309  2.0718  0.445
Cl  7.7183  0.2549  -0.7024  -0.241
C  5.9979  0.4738  -0.7728  0.443
C  5.3948  0.7095  -1.9970  -0.920
C  4.0300  0.9264  -2.0388  -0.065
C  3.2700  0.9053  -0.8737  -0.520
C  1.8134  1.2758  -0.9449  0.240
C  3.8915  0.6495  0.3423  0.172
C  5.2576  0.4358  0.3970  -1.025
H  5.9841  0.7296  -2.9005  0.420
H  3.5447  1.1369  -2.9795  0.475
H  1.2575  0.8462  -0.0682  -0.934
H  1.3687  0.9506  -1.8932  0.986
H  3.3072  0.6556  1.2502  0.558
H  5.7467  0.2512  1.3411  0.418

# C32H30FMnN5O6P2

A molecular structure, C32H30FMnN5O6P2 at a distorted geometry (the ωB97M-V functional and the def2-TZVPD basis, the Open Molecules 2025 dataset).

Summary:
spin multiplicity	2
electronic energy	-106008.795	eV
ΔE to the lowest compared entry with this formula, charge and spin	131.5	kJ/mol
net charge	+2

Each line ends with the Mulliken charge.
Positions of all 77 atoms, in Å:
Mn  -1.2767  -1.1280  -0.1983  0.413
N  -2.2592  -3.1502  0.2639  -0.538
N  -3.6172  -2.8801  0.0251  -0.215
C  -4.0067  -1.6224  -0.4090  0.446
O  -5.1433  -1.3452  -0.6617  -0.604
O  -2.9685  -0.7981  -0.4913  -0.178
H  -1.9153  -3.8675  -0.3691  0.305
H  -2.1349  -3.4926  1.2107  0.288
H  -4.3026  -3.6154  0.0831  0.205
C  1.0772  2.3888  1.9115  -1.321
N  0.3712  1.4728  0.9865  0.825
P  0.8900  1.2516  -0.5496  0.871
C  -0.5254  0.8050  -1.5435  -0.028
C  -1.7395  1.4764  -1.3363  -0.330
C  -2.7903  1.2702  -2.2103  -0.868
C  -2.6357  0.4178  -3.2963  -0.702
C  -1.4399  -0.2638  -3.4976  -0.880
C  -0.3753  -0.0673  -2.6354  0.216
C  1.9627  2.4884  -1.2345  0.491
C  1.6310  3.0599  -2.4627  -0.402
C  2.5620  3.8570  -3.1081  -0.935
C  3.8065  4.0749  -2.5341  -0.492
C  4.1235  3.5245  -1.2959  -0.900
C  3.2089  2.7212  -0.6422  -0.538
P  -0.8818  0.3750  1.5721  1.415
C  -2.1731  1.4778  2.1659  1.139
C  -2.2226  2.8524  1.9582  -0.320
C  -3.3127  3.5777  2.4157  -0.953
C  -4.3616  2.9312  3.0529  -0.605
C  -4.3214  1.5563  3.2495  -0.808
C  -3.2329  0.8279  2.8053  -0.650
C  -0.1410  -0.3316  3.0706  0.560
C  0.4451  -1.5980  2.9962  -0.317
C  1.0622  -2.1514  4.1068  -0.991
C  1.0832  -1.4520  5.3058  -0.657
C  0.4752  -0.2071  5.3950  -0.801
C  -0.1427  0.3504  4.2877  -0.503
H  1.4503  3.2542  1.3667  0.503
H  1.9074  1.8913  2.4142  0.197
H  0.3780  2.7298  2.6697  0.510
H  -1.8545  2.1504  -0.4969  0.554
H  -3.7299  1.7801  -2.0497  0.493
H  -3.4510  0.2861  -3.9949  0.461
H  -1.3314  -0.9323  -4.3411  0.520
H  0.5765  -0.5483  -2.8331  0.536
H  0.6603  2.8854  -2.9107  0.494
H  2.3252  4.2969  -4.0669  0.469
H  4.5402  4.6752  -3.0551  0.441
H  5.0893  3.7133  -0.8478  0.447
H  3.4615  2.2726  0.3104  0.442
H  -1.4150  3.3702  1.4536  0.304
H  -3.3462  4.6491  2.2705  0.473
H  -5.2164  3.4971  3.3974  0.431
H  -5.1426  1.0539  3.7420  0.467
H  -3.1908  -0.2463  2.9527  0.459
H  0.3985  -2.1621  2.0729  0.319
H  1.5158  -3.1316  4.0424  0.500
H  1.5595  -1.8843  6.1754  0.432
H  0.4768  0.3302  6.3340  0.458
H  -0.6381  1.3093  4.3798  0.388
F  3.6651  -2.4232  -5.1842  -0.288
C  3.1132  -2.9794  -4.1160  0.439
C  3.2684  -2.4253  -2.9116  -0.206
N  2.6787  -2.9705  -1.7795  0.230
C  2.7635  -2.2866  -0.4985  -1.886
C  1.6208  -1.3101  -0.4083  1.190
O  1.9426  -0.0192  -0.6076  -0.277
O  0.4615  -1.6318  -0.2874  -0.206
C  1.7943  -4.0510  -1.8676  0.433
O  1.1135  -4.3935  -0.9222  -0.611
N  1.7716  -4.6536  -3.0932  -0.049
C  2.3445  -4.2155  -4.3068  0.216
O  2.1763  -4.8116  -5.3288  -0.518
H  3.8687  -1.5354  -2.7776  0.460
H  3.7157  -1.7711  -0.4127  0.434
H  2.6568  -3.0342  0.2862  0.442
H  1.2433  -5.5146  -3.1561  0.263

# C32H30N4O4PSTeV

A molecular structure, C32H30N4O4PSTeV at a distorted geometry (the ωB97M-V functional and the def2-TZVPD basis, the Open Molecules 2025 dataset).

Summary:
spin multiplicity	2
electronic energy	-100920.618	eV
ΔE to the lowest compared entry with this formula, charge and spin	0.0	kJ/mol
net charge	+1

Each line ends with the Mulliken charge.
Positions of all 74 atoms, in Å:
V  0.2087  -0.0207  0.0254  0.230
N  -2.5395  0.6257  2.9810  -0.008
C  -2.7443  -0.7452  3.0632  0.794
C  -3.6001  -1.5185  3.8420  -1.182
C  -3.5313  -2.8842  3.6588  -0.499
C  -2.6374  -3.4647  2.7393  -1.142
C  -1.7964  -2.6906  1.9686  -0.198
C  -1.8720  -1.3077  2.1338  -0.282
N  -1.1693  -0.2819  1.4956  0.893
C  -1.5849  0.8399  2.0463  0.061
C  -1.0112  2.0774  1.5504  -0.522
C  -0.9552  3.3230  2.0699  -0.353
S  -0.0385  4.3308  1.0494  -0.144
C  0.2406  3.0420  -0.0194  -0.307
N  -0.3204  1.9126  0.3495  0.143
H  -3.0328  1.3325  3.4961  0.225
H  -4.2817  -1.0750  4.5603  0.446
H  -4.1774  -3.5266  4.2431  0.418
H  -2.6046  -4.5439  2.6440  0.447
H  -1.0848  -3.1292  1.2799  0.557
H  -1.3657  3.6878  3.0005  0.433
H  0.8212  3.1522  -0.9254  0.387
C  -3.1179  -0.3930  -1.4183  -1.423
P  -1.3252  -0.6650  -1.6837  1.178
C  -1.2742  -2.4731  -1.9700  -1.264
C  -1.1251  0.0088  -3.3723  -1.200
H  -3.7135  -0.8910  -2.1852  0.460
H  -3.3331  0.6767  -1.4431  0.361
H  -3.4053  -0.7822  -0.4398  0.331
H  -1.7821  -2.7277  -2.8999  0.485
H  -1.7744  -2.9857  -1.1470  0.341
H  -0.2421  -2.8165  -2.0126  0.215
H  -1.9152  -0.3704  -4.0199  0.432
H  -0.1625  -0.2816  -3.7918  0.313
H  -1.1775  1.0979  -3.3496  0.355
Te  2.1574  -0.3582  -1.9007  0.503
C  3.0261  0.9466  -3.3165  0.529
C  3.4478  0.3869  -4.5181  -0.455
C  4.1113  1.1799  -5.4488  -0.612
C  4.3463  2.5224  -5.1798  -0.495
C  3.9150  3.0795  -3.9821  -0.757
C  3.2503  2.2937  -3.0499  -0.195
C  3.9990  -0.6070  -0.8924  0.277
C  4.6697  -1.8195  -1.0163  -0.209
C  5.8894  -2.0021  -0.3724  -0.665
C  6.4279  -0.9773  0.3946  -0.511
C  5.7493  0.2313  0.5230  -0.729
C  4.5295  0.4148  -0.1128  -0.155
H  3.2707  -0.6613  -4.7257  0.368
H  4.4456  0.7448  -6.3835  0.397
H  4.8654  3.1369  -5.9056  0.391
H  4.0981  4.1271  -3.7721  0.405
H  2.9220  2.7319  -2.1152  0.245
H  4.2468  -2.6179  -1.6129  0.389
H  6.4165  -2.9453  -0.4721  0.445
H  7.3769  -1.1205  0.8974  0.424
H  6.1682  1.0297  1.1264  0.425
H  3.9958  1.3507  0.0023  0.339
O  1.6409  0.0592  1.4828  -0.799
C  1.8058  -1.1868  1.3356  1.197
O  1.1569  -1.7713  0.3784  -0.738
C  2.6754  -1.9758  2.2455  0.156
C  3.4366  -1.3362  3.2173  -0.411
C  4.2612  -2.0772  4.0507  -0.880
C  4.3255  -3.4555  3.9187  -0.428
C  3.5549  -4.0669  2.9470  -0.366
C  2.7292  -3.3563  2.1039  -0.127
N  3.6225  -5.5490  2.8085  1.047
O  4.4577  -6.1343  3.4698  -0.605
O  2.8234  -6.0861  2.0640  -0.597
H  3.3771  -0.2588  3.3036  0.516
H  4.8586  -1.5821  4.8064  0.439
H  4.9614  -4.0608  4.5496  0.544
H  2.1457  -3.8639  1.3509  0.717